Record 1
This record from OMol25 describes C5H9N in the gas phase. The level of theory is ωB97M-V/def2-TZVPD.

```
15
Properties=species:S:1:pos:R:3
C -1.500 0.976 0.193
C -1.887 -0.444 -0.151
C -0.505 -0.123 0.321
N 0.578 -0.157 -0.626
C 1.727 -0.937 -0.214
C 1.777 0.539 -0.194
H -1.386 1.674 -0.630
H -1.909 1.403 1.101
H -2.559 -0.992 0.503
H -2.008 -0.672 -1.202
H -0.262 -0.438 1.340
H 1.660 -1.453 0.742
H 2.235 -1.487 -0.996
H 2.309 1.088 -0.967
H 1.729 1.022 0.779
```

Calculated values
* ΔE to the lowest compared entry with this formula, charge and spin: 2.1503 eV
* SMILES: C1CC1N1CC1

***

Record 2
This record from OMol25 describes C44H63BN8OTeTl as an isolated structure at a distorted geometry. The level of theory is ωB97M-V/def2-TZVPD.

```
119
Properties=species:S:1:pos:R:3
Tl -1.395 0.593 -0.816
C -2.074 -3.857 -0.180
C -1.055 -2.974 -0.905
C -0.422 -3.765 -2.052
C 0.006 -2.469 0.022
C 1.013 -3.198 0.653
C 1.779 -2.265 1.328
C 3.031 -2.611 2.075
C 2.768 -3.720 3.102
C 4.104 -3.089 1.088
N 1.226 -1.042 1.115
N 0.146 -1.182 0.318
B 1.740 0.377 1.480
N 0.597 1.159 2.300
N -0.509 1.752 1.755
C -1.499 1.780 2.686
C -0.992 1.247 3.849
C 0.341 0.912 3.593
C 1.251 0.576 4.742
C 1.693 -0.881 4.842
C 2.437 1.538 4.812
C -2.889 2.337 2.540
C -3.881 1.412 3.260
C -3.420 2.554 1.124
N 2.167 1.097 0.190
N 1.225 1.450 -0.727
C 1.852 1.974 -1.777
C 3.224 1.946 -1.551
C 3.407 1.384 -0.298
C 4.821 1.282 0.232
C 5.092 0.680 1.602
C 5.673 0.532 -0.804
C 1.247 2.616 -2.989
C 1.312 4.140 -2.809
C -0.178 2.191 -3.307
H -2.801 -4.238 -0.895
H -2.601 -3.300 0.591
H -1.576 -4.706 0.282
H -1.579 -2.102 -1.323
H 0.092 -4.641 -1.664
H 0.293 -3.154 -2.597
H -1.195 -4.097 -2.741
H 1.173 -4.255 0.619
H 3.415 -1.727 2.587
H 2.581 -4.665 2.599
H 1.908 -3.490 3.725
H 3.638 -3.844 3.744
H 3.790 -4.011 0.606
H 5.035 -3.281 1.617
H 4.282 -2.345 0.316
H 2.644 0.286 2.215
H -1.491 1.123 4.788
H 0.633 0.776 5.625
H 2.468 -1.104 4.124
H 0.848 -1.543 4.674
H 2.089 -1.070 5.836
H 3.088 1.428 3.954
H 3.010 1.326 5.710
H 2.092 2.569 4.849
H -2.893 3.308 3.053
H -3.810 0.404 2.861
H -4.895 1.772 3.101
H -3.705 1.377 4.329
H -3.624 1.598 0.644
H -2.743 3.137 0.499
H -4.361 3.100 1.184
H 3.983 2.307 -2.214
H 5.186 2.318 0.262
H 4.804 -0.364 1.630
H 4.589 1.226 2.394
H 6.163 0.733 1.787
H 5.250 -0.448 -1.005
H 6.686 0.406 -0.430
H 5.730 1.077 -1.739
H 1.894 2.343 -3.831
H 0.698 4.443 -1.958
H 0.941 4.649 -3.696
H 2.333 4.464 -2.625
H -0.872 2.611 -2.577
H -0.280 1.107 -3.335
H -0.468 2.570 -4.283
C -5.805 -3.441 -3.567
N -5.417 -2.056 -3.486
N -4.125 -1.660 -3.781
C -3.824 -0.497 -3.092
O -2.736 0.082 -3.173
C -4.996 -0.203 -2.329
C -5.912 -1.186 -2.568
C -7.269 -1.371 -1.997
C -3.406 -2.166 -4.873
C -4.062 -2.593 -6.024
C -3.327 -3.120 -7.071
C -1.947 -3.208 -6.979
C -1.296 -2.731 -5.853
C -2.019 -2.210 -4.798
H -5.131 -3.965 -4.239
H -6.822 -3.516 -3.950
H -5.763 -3.915 -2.582
H -5.118 0.651 -1.696
H -7.538 -0.507 -1.400
H -7.312 -2.261 -1.367
H -7.994 -1.492 -2.799
H -5.136 -2.500 -6.100
H -3.835 -3.455 -7.961
H -1.379 -3.637 -7.788
H -0.219 -2.772 -5.788
H -1.524 -1.823 -3.923
Te -0.130 3.615 0.801
C 1.389 4.279 2.157
C 1.050 5.182 3.157
C 2.027 5.668 4.010
C 3.341 5.257 3.868
C 3.678 4.357 2.871
C 2.709 3.878 2.008
H 0.026 5.517 3.258
H 1.758 6.372 4.782
H 4.103 5.646 4.525
H 4.701 4.035 2.753
H 2.980 3.201 1.215
```

Calculated values
* ΔE to the lowest compared entry with this formula, charge and spin: 1.0449 eV
* net charge: +1

***

Record 3
This record from OMol25 describes C6H12O in the gas phase at a distorted geometry. The level of theory is ωB97M-V/def2-TZVPD.

```
19
Properties=species:S:1:pos:R:3
C -1.384 1.415 -0.421
C -0.302 0.670 0.364
C 0.759 1.623 0.921
C 0.325 -0.358 -0.548
C 1.229 -1.455 -0.061
C -0.050 -1.823 -0.735
O -0.867 -2.739 -0.065
H -2.091 0.703 -0.861
H -1.937 2.118 0.211
H -0.932 1.986 -1.243
H -0.777 0.139 1.202
H 0.314 2.366 1.591
H 1.257 2.163 0.105
H 1.529 1.074 1.475
H 0.670 0.075 -1.490
H 2.142 -1.778 -0.535
H 1.202 -1.585 1.025
H -0.080 -2.097 -1.789
H -1.004 -2.498 0.855
```

Calculated values
* ΔE to the lowest compared entry with this formula, charge and spin: 1.5774 eV
* SMILES: CC(C)[C@H]1C[C@H]1O

***

Number 1: HOMO -9.19 eV, DFT total energy -250.58792 hartree. Number 2: HOMO -10.11 eV, DFT total energy -2692.94046 hartree. Number 3: HOMO -9.13 eV, DFT total energy -311.00130 hartree.